1.
{"formula": "C8H8ClN4O", "method": "ωB97M-V with the def2-TZVPD basis set", "total_charge": 1, "de_lowest_kj_mol": 43.2, "total_energy_ha": -1063.6772, "lumo_energy_ev": [-5.4, -5.4], "elements": ["C", "C", "C", "C", "C", "C", "C", "C", "N", "N", "N", "N", "O", "Cl", "H", "H", "H", "H", "H", "H", "H", "H"], "positions_angstrom": [[-2.51518, 1.73179, -0.10543], [-1.41028, 2.48656, -0.02426], [-2.39958, 0.34259, 0.01323], [-0.02479, 0.47530, 0.13480], [3.45280, -1.44633, 0.09067], [2.46432, -0.46715, 0.01961], [-0.97418, -1.57561, 0.32368], [1.00420, -0.63929, 0.23701], [-1.21618, -0.22644, 0.18432], [1.04422, 2.49352, -0.14176], [0.46623, -1.80102, 0.34341], [0.05776, 1.78220, -0.07538], [-1.40302, -2.08611, -0.94215], [-3.75589, -0.63341, 0.15721], [-3.41047, 2.19282, -0.13301], [-1.22273, 3.50554, -0.29569], [4.50120, -1.26321, 0.19296], [3.18534, -2.43101, 0.12086], [2.81868, 0.53958, -0.07102], [-1.44240, -2.01259, 1.10284], [1.93387, 2.00394, -0.18483], [-1.15395, -2.97166, -0.94707]], "nbo_charge": [-0.264, 0.082, 0.220, 0.199, -0.193, -0.292, 0.339, 0.226, -0.256, -0.391, -0.360, -0.006, -0.678, 0.172, 0.276, 0.263, 0.223, 0.202, 0.187, 0.206, 0.353, 0.493]}

---

2.
{"formula": "C7H9N", "method": "ωB97M-V with the def2-TZVPD basis set", "total_charge": 0, "de_lowest_kj_mol": 532.6, "total_energy_ha": -326.6881, "lumo_energy_ev": 1.0, "smiles": "C=C1[C@H]2C[C@H]3[C@@H]1N3C2", "elements": ["C", "C", "C", "C", "C", "C", "N", "C", "H", "H", "H", "H", "H", "H", "H", "H", "H"], "positions_angstrom": [[-2.18901, -0.41205, -0.17218], [-0.83032, -0.27885, -0.16700], [-0.20692, 0.84135, -0.43232], [0.37418, 1.02135, 1.08334], [1.06458, -0.54011, 1.03072], [0.17475, -1.32633, 0.11383], [1.43513, -0.92713, -0.29007], [1.16917, 0.29472, -1.20726], [-2.84964, -1.28622, 0.18803], [-2.67403, 0.54956, -0.18468], [-0.42267, 1.83252, -0.85279], [-0.46547, 1.25186, 1.81370], [0.96055, 1.89192, 0.89222], [1.81213, -1.11974, 1.62571], [-0.31756, -2.47671, 0.04839], [2.10081, 0.97020, -1.36084], [0.86432, -0.28633, -2.12877]], "nbo_charge": [-0.443, -0.015, -0.287, -0.398, -0.095, -0.124, -0.393, -0.241, 0.208, 0.188, 0.254, 0.232, 0.212, 0.243, 0.229, 0.218, 0.210]}

---

3.
{"formula": "C5H13N3", "method": "ωB97M-V with the def2-TZVPD basis set", "total_charge": 0, "de_lowest_kj_mol": 169.3, "total_energy_ha": -362.5178, "lumo_energy_ev": 0.9, "smiles": "C=C(C)N.N/C=C/N", "elements": ["C", "C", "C", "N", "H", "H", "H", "H", "H", "H", "H", "N", "C", "C", "N", "H", "H", "H", "H", "H", "H"], "positions_angstrom": [[0.67872, 2.46033, -0.39856], [-0.46581, 2.25831, 0.31333], [-1.44838, 3.33143, 0.55059], [-0.76920, 1.01527, 0.90172], [1.33450, 1.61262, -0.65817], [0.87427, 3.46268, -0.77832], [-1.62896, 3.47230, 1.66191], [-2.43334, 3.09885, 0.06250], [-1.05922, 4.34198, 0.16139], [-1.72611, 0.73171, 0.86578], [-0.16845, 0.27581, 0.50925], [0.61518, -4.12775, 0.63720], [0.87941, -2.75309, 0.33776], [0.23491, -2.19080, -0.70696], [0.56758, -1.00907, -1.43224], [0.26073, -4.31172, 1.55958], [1.48437, -4.66760, 0.56417], [1.57515, -2.25494, 1.00059], [-0.53789, -2.82915, -1.17770], [0.15530, -1.03948, -2.38027], [1.57725, -0.87768, -1.59356]], "nbo_charge": [-0.532, 0.191, -0.654, -0.823, 0.196, 0.199, 0.222, 0.215, 0.224, 0.366, 0.390, -0.854, -0.125, -0.018, -0.842, 0.358, 0.360, 0.173, 0.196, 0.379, 0.380]}

---

4.
{"formula": "CH3O3", "method": "ωB97M-V with the def2-TZVPD basis set", "total_charge": -1, "de_lowest_kj_mol": 20.2, "total_energy_ha": -265.6901, "lumo_energy_ev": 4.3, "elements": ["O", "H", "O", "C", "O", "H", "H"], "positions_angstrom": [[1.43723, 2.39669, 0.50664], [0.74015, 3.04598, 0.51243], [-0.36052, -2.14271, -0.18993], [-0.81648, -1.01671, -0.39378], [-0.40677, 0.11404, -0.00185], [-1.72256, -0.98282, -1.06121], [0.92660, 1.58413, 0.42382]], "nbo_charge": [-0.977, 0.449, -0.762, 0.637, -0.846, -0.019, 0.518]}

---

5.
{"formula": "C50H28Cl4F3N5Re", "method": "ωB97M-V with the def2-TZVPD basis set", "spin_multiplicity": 4, "total_charge": 2, "de_lowest_kj_mol": 54.5, "total_energy_ha": -4414.1318, "lumo_energy_ev": [-7.2, -7.7], "elements": ["Re", "Cl", "C", "C", "C", "C", "C", "C", "C", "C", "C", "C", "C", "C", "C", "C", "C", "C", "Cl", "C", "C", "C", "N", "C", "C", "C", "C", "C", "C", "Cl", "C", "C", "C", "C", "C", "C", "N", "C", "C", "C", "C", "C", "N", "C", "C", "C", "C", "Cl", "C", "C", "C", "C", "N", "H", "H", "H", "H", "H", "H", "H", "H", "H", "H", "H", "H", "H", "H", "H", "H", "H", "H", "H", "H", "H", "H", "H", "H", "F", "C", "F", "F", "C", "C", "C", "N", "C", "C", "H", "H", "H", "H"], "positions_angstrom": [[-0.65357, 0.04722, 0.02608], [3.67901, -5.24435, -5.72472], [2.53213, -4.42236, -4.76545], [2.20604, -3.09883, -5.04810], [1.29913, -2.42581, -4.26158], [0.64058, -3.05153, -3.17842], [1.03631, -4.37379, -2.89028], [1.95286, -5.04744, -3.66442], [-0.26332, -2.29560, -2.32191], [-0.77226, -1.03698, -2.76548], [-1.11827, -0.65300, -4.08838], [-1.67684, 0.59991, -4.02611], [-1.65095, 1.02290, -2.66754], [-1.98029, 2.33119, -2.19412], [-3.00420, 3.06121, -2.94869], [-4.04006, 2.31842, -3.55634], [-5.05628, 2.91989, -4.26705], [-5.09665, 4.30357, -4.38005], [-6.35304, 5.06090, -5.25358], [-4.12337, 5.06881, -3.74511], [-3.10866, 4.45968, -3.04139], [-1.34070, 2.85990, -1.03005], [-0.83217, 2.05326, -0.03262], [-0.27115, 2.85705, 0.94694], [0.21387, 2.41463, 2.19142], [0.97989, 3.39071, 3.01487], [0.38697, 4.41027, 3.75011], [1.16720, 5.28964, 4.48353], [2.54916, 5.16117, 4.47078], [3.52324, 6.23571, 5.39395], [3.15674, 4.16222, 3.71994], [2.37050, 3.27649, 3.00607], [0.01928, 1.13264, 2.72336], [0.20485, 0.72230, 4.07931], [-0.25560, -0.55955, 4.18875], [-0.67767, -0.98320, 2.88728], [-0.50391, 0.06727, 2.01445], [-1.03826, -2.28853, 2.50666], [-1.05401, -2.74424, 1.17888], [-1.26438, -4.07396, 0.72515], [-0.97467, -4.10608, -0.61605], [-0.62914, -2.78737, -1.01649], [-0.73016, -1.96912, 0.07475], [-1.33695, -3.24441, 3.59656], [-2.43499, -3.02327, 4.42800], [-2.74743, -3.92091, 5.43268], [-1.93876, -5.03178, 5.64223], [-2.32629, -6.14786, 6.88870], [-0.82019, -5.24518, 4.84598], [-0.53664, -4.36461, 3.81814], [-0.35542, 4.20614, 0.50667], [-1.04196, 4.21215, -0.67559], [-1.10301, 0.00262, -1.92334], [2.69459, -2.60097, -5.87500], [1.13027, -1.38008, -4.46576], [0.62738, -4.89030, -2.03749], [2.23854, -6.05954, -3.41243], [-1.03080, -1.27184, -4.96583], [-2.01145, 1.19008, -4.86243], [-4.08426, 1.24868, -3.41890], [-5.83454, 2.32204, -4.72119], [-4.16521, 6.14743, -3.80779], [-2.38215, 5.10926, -2.59073], [-0.69161, 4.51222, 3.76157], [0.70686, 6.07130, 5.07205], [4.23502, 4.08309, 3.70192], [2.83741, 2.49197, 2.42056], [0.62107, 1.34178, 4.85719], [-0.28356, -1.17850, 5.07056], [-1.59782, -4.89574, 1.33745], [-1.09250, -4.95409, -1.26993], [-3.07229, -2.16209, 4.26733], [-3.61864, -3.76680, 6.05421], [-0.17852, -6.09361, 5.03980], [0.33185, -4.53203, 3.19175], [0.02682, 5.06219, 1.03699], [-1.22787, 5.09731, -1.25247], [5.90488, 0.07213, -2.26445], [5.58877, -0.31590, -1.02852], [6.23934, 0.46200, -0.15572], [5.99680, -1.57624, -0.85451], [4.09992, -0.21181, -0.78687], [3.54593, -0.81500, 0.33502], [2.19228, -0.69557, 0.55074], [1.38801, -0.01288, -0.28808], [1.93497, 0.58688, -1.36290], [3.28035, 0.50643, -1.64388], [4.15873, -1.37487, 1.02787], [1.73185, -1.15732, 1.41383], [1.26949, 1.14095, -2.01089], [3.68362, 0.99130, -2.52143]], "mulliken_spin": [2.466, 0.009, 0.043, -0.023, 0.032, 0.023, 0.024, -0.019, 0.107, -0.071, 0.075, 0.001, 0.029, 0.014, 0.017, 0.007, -0.005, 0.009, 0.002, -0.002, 0.007, -0.078, 0.010, 0.090, -0.041, -0.029, -0.009, 0.001, -0.001, 0.000, 0.000, -0.010, 0.067, -0.025, 0.051, -0.036, 0.005, 0.026, 0.017, -0.019, 0.062, -0.080, -0.049, -0.007, -0.005, -0.001, -0.001, 0.000, 0.001, -0.002, -0.051, 0.077, 0.052, -0.001, 0.001, 0.001, 0.000, 0.003, 0.001, 0.004, 0.000, 0.000, 0.000, 0.001, 0.000, 0.000, -0.001, -0.001, 0.001, 0.002, 0.003, 0.000, 0.000, 0.000, 0.001, -0.002, 0.008, 0.000, 0.000, 0.001, 0.001, 0.019, -0.002, 0.055, 0.070, 0.060, -0.007, 0.001, 0.009, 0.013, 0.001]}

---

6.
{"formula": "CH4N2O2S", "method": "ωB97M-V with the def2-TZVPD basis set", "total_charge": 0, "de_lowest_kj_mol": 302.0, "total_energy_ha": -698.5603, "lumo_energy_ev": [0.3, 0.3], "elements": ["C", "N", "N", "O", "O", "S", "H", "H", "H", "H"], "positions_angstrom": [[0.96289, 1.26669, 0.05361], [-0.78790, -2.31446, 0.78352], [-0.33156, -1.44185, 0.09069], [-1.37558, 0.14220, -1.81978], [-0.45478, 1.15598, 0.37654], [-1.51228, 0.13846, -0.39112], [1.23337, 2.30520, 0.24062], [0.94527, 1.22605, -1.06648], [1.34726, 0.36966, 0.52803], [-0.02670, -2.84792, 1.20437]], "nbo_charge": [-0.282, -0.324, -0.262, -0.903, -0.735, 1.553, 0.212, 0.199, 0.218, 0.324]}